Density functional theory data (ωB97M-V/def2-TZVPD) for one molecule with the formula C3H3NO2 in a non-equilibrium geometry.

Last column: Mulliken charge in e.
CARTESIAN COORDINATES (ANGSTROEM)
C  -0.09  -1.03  0.09  -0.287
C  -2.34  -0.03  0.11  0.594
C  1.25  -0.27  -0.03  -0.205
N  -1.15  0.02  0.16  -0.165
O  -3.48  0.13  0.08  -0.362
O  1.32  1.08  0.09  -0.475
H  1.85  -0.66  -0.81  0.329
H  1.91  -0.68  0.78  0.297
H  0.73  1.43  -0.48  0.274

Properties
Molar mass, g mol⁻¹: 85.1
Calculated total energy, Ha: -321.21647
LUMO level, eV: -0.719
HOMO, eV: -9.37
Orbital gap, eV: 8.7
ΔE to the lowest compared entry with this formula, charge and spin, eV: 4.386